--- P ---
A molecular structure, C5H11NO, computed with the ωB97M-V functional and the def2-TZVPD basis.

The geometry in ORCA input format:
```
! RIJCOSX wB97M-V def2-TZVPD def2/J DEFGRID3
* xyz 0 1
C -2.500 0.389 -0.062
H -3.095 1.149 -0.569
H -0.440 1.785 1.468
H 1.608 -0.462 1.763
H 2.722 -1.782 -0.571
H -2.771 0.443 1.004
C 0.911 -0.564 -0.489
H 0.490 2.152 -0.081
C -1.072 0.651 -0.373
H 0.599 -1.159 -1.351
N -0.056 0.026 0.352
O 2.373 -0.812 1.280
H 1.352 -2.370 0.388
C 1.930 -1.461 0.126
H -0.610 0.612 -1.620
H 1.448 0.525 -1.255
H -2.711 -0.603 -0.467
C -0.178 1.482 0.456
*
```

Summary:
Kohn-Sham gap = 10.46 eV

***

--- Q ---
C5H11NO in the gas phase, computed with the ωB97M-V functional and the def2-TZVPD basis.

The geometry in ORCA input format:
```
! RIJCOSX wB97M-V def2-TZVPD def2/J DEFGRID3
* xyz 0 1
H -1.198 2.726 0.328
H 2.240 1.286 0.263
H 0.076 2.160 -0.518
N -0.545 -0.554 0.067
C 0.993 -0.809 0.222
H -1.035 -2.436 -0.795
H 0.029 1.871 1.317
H 2.862 -0.069 -0.350
C -1.201 0.642 0.012
O -2.435 0.609 -0.335
C 1.826 0.308 -0.366
H 0.938 -0.929 1.246
H 1.146 -1.584 -0.281
H -2.455 -1.439 -0.234
H 1.759 0.429 -1.541
C -1.303 -1.796 0.022
H -1.207 -2.351 0.763
C -0.490 1.935 0.178
*
```

Summary:
Kohn-Sham gap = 9.68 eV

***

Referenced to the most stable arrangement, the calculated values in kcal/mol are P 0.0; Q 5.9.

***

--- P ---
2 unconnected molecules or ions with the total composition C5H11NO, computed with the ωB97M-V functional and the def2-TZVPD basis.

The geometry in ORCA input format:
```
! RIJCOSX wB97M-V def2-TZVPD def2/J DEFGRID3
* xyz 0 1
H 2.692 -1.664 -0.358
H 0.942 -2.170 -0.739
C -1.452 0.168 -1.516
H -1.449 1.151 -1.033
H 2.827 2.090 0.838
C 1.644 -1.424 -0.405
H -0.742 0.147 -2.341
H -1.651 -1.722 1.262
C 1.176 -0.224 -0.145
H -1.914 0.069 1.251
H -2.471 0.003 -1.877
H -2.961 -1.048 0.275
C 1.867 1.682 1.168
H 2.010 1.062 2.061
H 1.254 2.562 1.378
N 1.243 0.997 0.078
C -1.966 -0.860 0.684
O -1.048 -0.819 -0.583
*
```

Summary:
Kohn-Sham gap = 8.85 eV

***

--- Q ---
A molecular structure, C5H11NO, computed with the ωB97M-V functional and the def2-TZVPD basis.

The geometry in ORCA input format:
```
! RIJCOSX wB97M-V def2-TZVPD def2/J DEFGRID3
* xyz 0 1
C -0.398 -0.406 0.459
H -1.662 2.024 1.893
H 2.190 -1.413 0.480
H 1.175 3.070 -0.844
H -1.773 0.064 2.015
H -1.288 -1.551 -1.038
C 0.825 -1.991 -1.001
C -1.635 0.265 0.946
C 2.020 -1.936 -0.449
H 0.249 2.231 0.022
H 0.695 -2.527 -1.926
H 0.502 0.095 0.770
C -0.383 -1.319 -0.503
N -1.266 2.014 0.962
H -2.520 -0.120 0.413
O 1.021 2.163 -0.584
H 2.825 -2.452 -0.953
H -1.820 1.515 0.337
*
```

Summary:
Kohn-Sham gap = 9.31 eV

***

--- R ---
2 unconnected molecules or ions with the total composition C5H11NO, computed with the ωB97M-V functional and the def2-TZVPD basis.

The geometry in ORCA input format:
```
! RIJCOSX wB97M-V def2-TZVPD def2/J DEFGRID3
* xyz 0 1
H -1.706 -1.253 0.831
H -0.623 2.516 -3.199
H -0.208 -2.232 1.710
H -1.816 1.522 -2.207
H -0.557 -0.547 -1.956
C -0.528 -0.363 -0.887
H 1.758 0.342 2.615
C -0.840 1.982 -2.282
C 0.077 0.756 -0.431
C 0.092 1.939 -1.289
H -1.389 -2.321 -0.564
N 0.159 -2.012 0.796
H 0.749 0.735 0.419
H 0.500 -2.870 0.386
H 2.764 0.222 3.687
O 1.798 0.295 3.585
H 0.810 2.740 -1.220
C -1.039 -1.449 0.006
*
```

Summary:
Kohn-Sham gap = 8.75 eV

***

--- S ---
2 unconnected molecules or ions with the total composition C5H11NO, computed with the ωB97M-V functional and the def2-TZVPD basis.

The geometry in ORCA input format:
```
! RIJCOSX wB97M-V def2-TZVPD def2/J DEFGRID3
* xyz 0 1
C -2.120 -0.456 -1.290
H 0.515 1.289 2.102
H 2.548 0.148 1.066
H -2.361 -1.260 -1.993
C 0.036 -1.247 0.986
H 0.089 1.926 0.513
C 1.991 0.933 0.546
H -2.507 0.494 -1.658
H 1.067 -1.548 1.184
C -0.617 -0.380 -1.299
H -0.687 -2.060 0.842
C 0.547 1.074 1.030
H -2.573 -0.684 -0.320
H -0.126 -1.355 -1.083
H 2.509 1.880 0.734
H 2.017 0.744 -0.532
N -0.366 -0.052 0.886
O 0.036 0.554 -1.714
*
```

Summary:
Kohn-Sham gap = 10.19 eV

***

Referenced to the most stable arrangement, the calculated values in kcal/mol are P 34.3; Q 54.3; R 18.0; S 0.0.

***

--- P ---
A gas-phase ion, C3H8NS (charge +1), computed with the ωB97M-V functional and the def2-TZVPD basis.

The geometry in ORCA input format:
```
! RIJCOSX wB97M-V def2-TZVPD def2/J DEFGRID3
* xyz 1 1
H -2.271 0.291 -0.576
S 2.438 -0.384 0.323
C 0.722 0.200 0.375
H 1.171 1.371 -1.303
N 0.437 1.498 -0.481
H -2.407 -1.283 0.557
H -0.562 1.310 -0.745
H -0.279 -1.641 0.879
C -1.804 -0.603 0.008
H 0.755 2.291 0.037
C -0.405 -0.856 0.143
H 2.275 -0.850 1.569
H -0.070 -1.343 -0.787
*
```

Summary:
Kohn-Sham gap (alpha / beta) = 7.42 / 9.04 eV

***

--- Q ---
A gas-phase ion, C3H8NS (charge +1), computed with the ωB97M-V functional and the def2-TZVPD basis.

The geometry in ORCA input format:
```
! RIJCOSX wB97M-V def2-TZVPD def2/J DEFGRID3
* xyz 1 1
H -0.847 -1.068 -1.789
H -1.701 0.349 1.149
S 0.722 0.080 0.792
N -0.678 0.873 2.865
H 1.957 0.142 -1.426
H 0.245 -0.842 -3.148
C -0.738 0.453 1.635
H 0.220 0.954 3.325
C -0.018 -0.467 -2.155
H -0.328 0.569 -2.281
H 1.508 -1.583 -1.035
H -1.512 1.131 3.372
C 1.170 -0.590 -1.303
*
```

Summary:
Kohn-Sham gap = 9.68 eV

***

Referenced to the most stable arrangement, the calculated values in kcal/mol are P 80.2; Q 0.0.

***

--- P ---
C5H5NO2 in the gas phase, computed with the ωB97M-V functional and the def2-TZVPD basis.

The geometry in ORCA input format:
```
! RIJCOSX wB97M-V def2-TZVPD def2/J DEFGRID3
* xyz 0 1
C -0.393 1.798 -0.219
H 0.434 2.404 0.209
H -3.282 -2.129 0.268
C -1.638 -0.384 -0.097
C -0.508 0.490 0.098
H 2.326 1.113 0.550
N 0.643 -0.271 0.632
C -2.592 -1.090 0.185
O 0.372 -1.660 -0.154
H -1.285 2.358 -0.698
H 1.222 -1.918 -0.842
O 2.721 -0.813 -0.142
C 1.981 0.102 0.210
*
```

Summary:
Kohn-Sham gap = 9.50 eV

***

--- Q ---
A molecular structure, C5H5NO2, computed with the ωB97M-V functional and the def2-TZVPD basis.

The geometry in ORCA input format:
```
! RIJCOSX wB97M-V def2-TZVPD def2/J DEFGRID3
* xyz 0 1
C 2.062 -0.483 0.065
H 1.476 -1.618 -0.421
H -2.247 -1.260 -0.788
C -0.428 -0.038 -0.111
H -2.099 -1.458 0.935
C -1.090 1.098 -0.112
H 2.692 -0.149 -0.838
O 0.921 1.665 0.130
H 2.391 -0.402 1.139
C 0.893 0.383 -0.137
O -2.363 0.736 0.019
N -0.312 2.193 -0.002
C -1.897 -0.666 0.121
*
```

Summary:
Kohn-Sham gap = 9.81 eV

***

--- R ---
C5H5NO2 in the gas phase, computed with the ωB97M-V functional and the def2-TZVPD basis.

The geometry in ORCA input format:
```
! RIJCOSX wB97M-V def2-TZVPD def2/J DEFGRID3
* xyz 0 1
H -3.646 0.360 0.265
H 0.717 1.747 -0.055
O -0.616 -0.893 -0.213
N 2.806 -0.880 0.009
O 1.558 -1.408 0.030
C 2.676 0.390 0.078
C 1.266 0.715 -0.023
H -3.054 -1.536 0.343
H -1.422 1.217 -0.277
C 0.587 -0.456 -0.138
C -1.623 0.112 -0.024
H 3.613 1.032 -0.061
C -2.861 -0.399 0.066
*
```

Summary:
Kohn-Sham gap = 9.97 eV

***

Referenced to the most stable arrangement, the calculated values in kcal/mol are P 69.5; Q 63.1; R 0.0.